(1)
The following is a quantum chemistry calculation of a gas-phase ion, C4H9N2 (charge +1) at a distorted geometry, from the OMol25 dataset.

Values from the calculation:
- HOMO level (spin up / spin down) (hartree) = -0.3983 / -0.6088
- gap between HOMO and LUMO (spin up / spin down) (eV) = 7.78 / 8.87
- LUMO level (spin up / spin down) (eV) = -3.06 / -7.69
- energy above the lowest of the compared OMol25 structures with the same formula, charge and spin (kJ/mol) = 321.4

```
! wB97M-V def2-TZVPD RIJCOSX def2/J DEFGRID3
* xyz 1 3
C -0.414 -0.770 0.993
C -0.188 0.619 0.630
C -1.318 1.507 0.174
C 1.634 -0.897 -0.550
N 0.262 -0.453 -0.271
N 2.101 -1.473 -1.529
H 0.761 1.158 1.109
H -1.860 2.101 0.897
H -2.173 1.030 -0.357
H -1.161 2.218 -0.534
H -1.427 -1.025 1.032
H 2.188 -0.530 0.218
H 0.269 -1.182 1.631
H -0.323 -0.680 -1.040
H 1.647 -1.623 -2.403
*
```


(2)
The following is a quantum chemistry calculation of 14 unconnected molecules or ions with the total composition C14H56N18O14 at a distorted geometry, from the OMol25 dataset.

Values from the calculation:
- HOMO level (spin up / spin down) (hartree) = 0.0149 / -0.2548
- gap between HOMO and LUMO (spin up / spin down) (eV) = 1.43 / 8.74
- LUMO level (spin up / spin down) (eV) = 1.83 / 1.81

```
! wB97M-V def2-TZVPD RIJCOSX def2/J DEFGRID3
* xyz -1 2
C 0.101 3.952 1.404
O -1.211 4.170 1.925
H 0.376 4.887 0.916
H 0.756 3.553 2.179
H 0.163 3.052 0.793
H -1.807 4.317 1.187
C 3.185 2.831 4.036
O 2.977 2.048 2.858
H 2.646 2.446 4.901
H 4.232 2.893 4.335
H 2.903 3.869 3.860
H 2.884 1.132 3.128
C -2.313 -0.311 -3.572
O -2.649 0.182 -2.340
H -2.204 0.552 -4.230
H -1.372 -0.860 -3.606
H -3.080 -1.019 -3.886
H -3.397 0.780 -2.404
C -2.890 -3.763 -3.235
O -2.413 -3.686 -4.619
H -3.979 -3.729 -3.270
H -2.554 -4.694 -2.779
H -2.386 -2.984 -2.663
H -3.209 -3.507 -5.124
C 1.801 -1.798 3.618
O 2.528 -0.681 3.111
H 2.402 -2.381 4.316
H 0.911 -1.396 4.103
H 1.583 -2.486 2.802
H 3.468 -0.877 3.096
C -4.880 1.178 2.380
O -4.891 1.253 1.125
N -5.859 1.001 3.154
N -3.759 1.530 2.940
H -5.589 0.839 4.113
H -6.682 0.609 2.721
H -3.569 1.299 3.904
H -2.973 1.616 2.311
C 2.113 -0.219 -4.520
O 1.344 -0.859 -5.198
N 3.372 0.056 -4.804
N 1.795 0.330 -3.389
H 3.766 -0.255 -5.681
H 3.856 0.698 -4.194
H 2.470 0.803 -2.807
H 0.854 0.122 -3.086
C -0.395 -0.046 0.408
O -1.213 0.595 1.065
N 0.837 -0.160 0.755
N -0.718 -0.687 -0.688
H 1.348 -0.954 0.395
H 1.054 0.210 1.669
H -1.611 -0.605 -1.153
H 0.064 -1.213 -1.051
C -3.374 3.815 -1.018
O -2.692 4.499 -1.727
N -4.661 3.960 -0.865
N -2.918 2.849 -0.197
H -5.105 4.678 -1.419
H -5.151 3.200 -0.414
H -1.909 2.844 -0.156
H -3.503 2.234 0.351
C 4.152 2.586 -0.795
O 5.182 2.044 -0.450
N 3.103 2.275 -0.172
N 3.990 3.377 -1.834
H 2.237 2.595 -0.582
H 3.047 1.461 0.423
H 3.105 3.394 -2.321
H 4.862 3.716 -2.214
C -2.708 -4.062 0.782
O -1.788 -4.179 0.000
N -3.363 -2.961 0.871
N -3.231 -5.086 1.450
H -4.341 -3.069 1.096
H -2.894 -2.130 0.540
H -4.033 -5.077 2.064
H -2.721 -5.933 1.246
C 1.586 -3.559 -1.581
O 1.536 -2.871 -0.573
N 2.535 -3.677 -2.509
N 0.600 -4.368 -1.907
H 2.465 -4.345 -3.264
H 3.384 -3.175 -2.291
H -0.195 -4.457 -1.291
H 0.701 -4.805 -2.812
C 5.097 -1.348 -1.523
O 5.056 -2.501 -1.730
N 5.640 -0.434 -2.303
N 4.357 -0.724 -0.587
H 5.805 0.511 -1.987
H 6.006 -0.630 -3.224
H 4.508 0.254 -0.382
H 3.701 -1.303 -0.083
C -0.784 0.765 4.543
O -0.670 0.650 5.760
N -0.285 1.806 3.966
N -1.348 -0.028 3.687
H -0.571 2.067 3.033
H 0.186 2.395 4.637
H -1.620 -0.986 3.856
H -1.161 0.102 2.703
*
```


(3)
The following is a quantum chemistry calculation of a molecular structure, C18H29BrIN3O6S2 at a distorted geometry, from the OMol25 dataset.

Values from the calculation:
- HOMO level (hartree) = -0.3089
- gap between HOMO and LUMO (eV) = 7.96
- LUMO level (eV) = -0.44

```
! wB97M-V def2-TZVPD RIJCOSX def2/J DEFGRID3
* xyz 0 1
N 2.814 -0.294 -1.774
C 4.110 0.002 -2.469
C 4.812 1.123 -1.649
C 5.113 2.433 -2.435
C 3.922 2.985 -3.280
C 2.557 2.791 -2.621
C 2.358 3.199 -1.248
N 1.239 3.116 -0.573
C 0.261 2.549 -1.346
C -1.028 2.356 -0.746
C -2.083 1.825 -1.446
I -3.994 1.569 -0.549
C -1.946 1.425 -2.829
C -0.709 1.599 -3.395
Br -0.507 1.087 -5.253
C 0.417 2.152 -2.687
N 1.605 2.260 -3.351
H 3.041 -0.829 -0.939
H 2.188 -0.804 -2.389
H 3.822 0.333 -3.485
H 4.687 -0.938 -2.532
H 5.795 0.712 -1.332
H 4.272 1.314 -0.701
H 5.564 3.194 -1.768
H 5.917 2.186 -3.161
H 4.053 4.069 -3.466
H 3.887 2.461 -4.251
H 3.229 3.617 -0.717
H -1.228 2.631 0.298
H -2.776 1.003 -3.405
O 2.648 -0.992 0.238
S 1.629 -0.677 1.198
O 1.658 -1.226 2.518
O 0.202 -0.967 0.547
C -0.044 -2.269 -0.010
C -0.325 -3.314 1.056
C 1.462 1.073 1.310
H 0.789 -2.570 -0.649
H -0.920 -2.166 -0.650
H 0.561 -3.511 1.660
H -0.635 -4.254 0.595
H -1.110 -2.976 1.734
H 1.392 1.486 0.306
H 2.346 1.457 1.816
H 0.571 1.303 1.890
O -3.478 -1.070 4.696
S -3.806 -2.288 4.021
O -3.154 -2.669 2.805
O -5.384 -2.341 3.782
C -5.967 -1.217 3.110
C -5.673 -1.266 1.626
C -3.701 -3.624 5.166
H -5.618 -0.281 3.549
H -7.042 -1.270 3.279
H -4.609 -1.123 1.439
H -6.218 -0.481 1.099
H -5.950 -2.234 1.205
H -4.239 -3.356 6.071
H -2.648 -3.786 5.387
H -4.127 -4.514 4.707
*
```


(4)
The following is a quantum chemistry calculation of 3 unconnected molecules or ions with the total composition C28H61BN2O10PS at a distorted geometry, from the OMol25 dataset.

Values from the calculation:
- HOMO level (hartree) = -0.1830
- gap between HOMO and LUMO (eV) = 7.27
- LUMO level (eV) = 2.29

```
! wB97M-V def2-TZVPD RIJCOSX def2/J DEFGRID3
* xyz -1 1
C -4.601 -0.866 3.601
C -3.204 -0.237 3.819
C -3.405 1.212 4.350
C -2.475 2.225 3.615
C -3.269 2.938 2.499
C -2.445 4.044 1.809
C -2.658 3.957 0.279
C -1.699 4.873 -0.504
C -1.553 4.330 -1.949
C -0.272 3.498 -2.125
C -0.332 2.676 -3.462
B 0.068 1.103 -3.285
C -0.933 0.258 -4.334
O -0.998 0.904 -5.669
N -2.301 0.843 -6.138
O -2.856 1.881 -6.066
O -0.144 0.495 -1.968
C 1.115 0.127 -1.473
C 1.378 0.539 -0.010
C 1.592 -0.688 0.894
C 0.229 -1.329 1.251
C 0.148 -2.828 0.920
N 0.793 -3.661 1.972
C -0.161 -4.248 2.824
C -0.688 -3.447 4.001
O -0.539 -5.352 2.664
C 2.236 0.279 -2.599
O 2.733 -0.997 -2.938
C 3.949 -1.359 -2.280
C 4.224 -2.846 -2.383
C 3.191 -3.733 -1.675
C 2.216 -4.465 -2.636
P 3.425 1.693 -2.574
O 4.292 1.492 -3.940
O 2.690 3.107 -2.738
S 4.662 1.796 -1.090
O 1.435 0.650 -3.703
H -4.539 -1.931 3.370
H -5.111 -0.362 2.777
H -5.179 -0.691 4.510
H -2.678 -0.820 4.577
H -2.671 -0.248 2.869
H -4.444 1.484 4.158
H -3.210 1.252 5.423
H -1.707 1.631 3.116
H -2.040 2.942 4.312
H -4.188 3.356 2.920
H -3.542 2.165 1.777
H -1.377 3.927 2.006
H -2.801 5.033 2.105
H -2.516 2.943 -0.105
H -3.704 4.216 0.097
H -2.149 5.874 -0.554
H -0.726 4.986 -0.020
H -1.504 5.200 -2.614
H -2.451 3.773 -2.229
H -0.107 2.865 -1.249
H 0.523 4.239 -2.215
H 0.261 3.223 -4.204
H -1.369 2.740 -3.802
H -0.445 -0.711 -4.503
H -1.950 0.145 -3.951
H 1.015 -0.972 -1.419
H 0.445 0.986 0.348
H 2.146 1.301 0.129
H 2.053 -0.329 1.814
H 2.291 -1.404 0.453
H 0.100 -1.228 2.334
H -0.609 -0.800 0.788
H -0.908 -3.122 0.860
H 0.615 -2.972 -0.052
H 1.262 -4.448 1.533
H -1.637 -3.007 3.686
H 0.004 -2.661 4.300
H -0.853 -4.126 4.833
H 3.904 -1.077 -1.222
H 4.784 -0.814 -2.731
H 5.188 -3.023 -1.896
H 4.386 -3.124 -3.428
H 2.573 -3.172 -0.971
H 3.717 -4.475 -1.068
H 1.920 -5.411 -2.178
H 2.692 -4.594 -3.606
H 1.297 -3.889 -2.751
H 3.706 1.094 -4.614
H 2.976 3.528 -3.564
C 5.223 -2.770 2.880
C 5.095 -1.261 2.971
O 3.855 -0.890 3.564
H 4.401 -3.185 2.294
H 6.168 -3.057 2.414
H 5.172 -3.224 3.873
H 5.125 -0.814 1.977
H 5.915 -0.838 3.563
H 3.822 -1.271 4.448
C -3.151 -0.644 -1.177
C -4.068 0.045 -0.184
O -4.582 1.265 -0.717
H -2.317 0.004 -1.446
H -2.752 -1.573 -0.762
H -3.690 -0.878 -2.100
H -3.523 0.294 0.727
H -4.909 -0.606 0.084
H -5.072 1.046 -1.518
*
```


(5)
The following is a quantum chemistry calculation of 2 unconnected molecules or ions with the total composition C2H10NOS at a distorted geometry, from the OMol25 dataset.

Values from the calculation:
- HOMO level (hartree) = -0.4966
- gap between HOMO and LUMO (eV) = 9.78
- LUMO level (eV) = -3.73
- energy above the lowest of the compared OMol25 structures with the same formula, charge and spin (kJ/mol) = 91.4

```
! wB97M-V def2-TZVPD RIJCOSX def2/J DEFGRID3
* xyz 1 1
C -0.242 0.163 -1.562
C -1.165 0.733 -0.498
S -0.408 0.791 1.236
N -0.261 -1.369 -1.500
H 0.837 0.361 -1.325
H -0.533 0.532 -2.558
H -2.061 0.040 -0.414
H -1.520 1.722 -0.640
H -0.984 1.936 1.465
H -1.032 -1.673 -2.108
H -0.388 -1.750 -0.572
H 0.712 -1.683 -1.656
H 2.142 0.128 0.907
H 1.707 -1.050 1.761
O 2.185 -0.874 0.940
*
```


(6)
The following is a quantum chemistry calculation of a gas-phase ion, C6H9FNO (charge +1), from the OMol25 dataset.

Values from the calculation:
- HOMO level (hartree) = -0.5857
- SMILES = O=C(F)C[N+]1=CCCC1
- gap between HOMO and LUMO (eV) = 11.24
- LUMO level (eV) = -4.69
- energy above the lowest of the compared OMol25 structures with the same formula, charge and spin (kJ/mol) = 0.0

```
! wB97M-V def2-TZVPD RIJCOSX def2/J DEFGRID3
* xyz 1 1
O -0.833 2.062 -2.885
C -0.613 1.008 -2.428
F -1.471 -0.027 -2.524
C 0.602 0.588 -1.624
N 0.244 0.197 -0.259
C -0.852 0.434 0.356
C -0.882 -0.167 1.713
C 0.241 -1.217 1.586
C 1.203 -0.527 0.636
H 1.318 1.408 -1.591
H 1.063 -0.279 -2.096
H -1.644 1.009 -0.111
H -1.864 -0.587 1.917
H -0.675 0.602 2.465
H 0.702 -1.520 2.520
H -0.186 -2.092 1.091
H 1.891 -1.146 0.071
H 1.755 0.256 1.163
*
```


(7)
The following is a quantum chemistry calculation of a molecular structure, C47H38BN11O3PTa at a distorted geometry, from the OMol25 dataset.

Values from the calculation:
- HOMO level (spin up / spin down) (hartree) = -0.5624 / -0.5625
- gap between HOMO and LUMO (spin up / spin down) (eV) = 6.10 / 5.76
- LUMO level (spin up / spin down) (eV) = -9.20 / -9.55
- energy above the lowest of the compared OMol25 structures with the same formula, charge and spin (kJ/mol) = 0.0

```
! wB97M-V def2-TZVPD RIJCOSX def2/J DEFGRID3
* xyz 3 2
Ta 2.118 -23.563 -14.314
C 3.909 -21.521 -17.712
C 2.809 -22.008 -17.035
N 3.109 -23.043 -16.210
N 4.492 -23.157 -16.275
C 4.964 -22.271 -17.186
B 5.190 -24.264 -15.435
N 5.177 -23.818 -13.921
C 6.272 -23.633 -13.163
C 5.832 -23.314 -11.877
C 4.452 -23.322 -11.945
N 4.054 -23.604 -13.197
N 4.235 -25.471 -15.577
C 4.458 -26.644 -16.168
C 3.337 -27.460 -16.025
C 2.463 -26.693 -15.268
N 2.998 -25.470 -14.998
N 6.603 -24.578 -15.822
C 7.381 -25.605 -15.392
C 8.678 -25.214 -15.592
C 8.631 -23.902 -16.106
N 7.371 -23.532 -16.230
H 3.992 -20.765 -18.485
H 1.758 -21.768 -17.104
H 6.016 -22.210 -17.427
H 7.235 -23.813 -13.567
H 6.498 -23.163 -11.028
H 3.678 -23.029 -11.212
H 5.428 -26.829 -16.621
H 3.207 -28.436 -16.453
H 1.443 -26.924 -14.987
H 6.961 -26.480 -14.959
H 9.638 -25.685 -15.434
H 9.434 -23.236 -16.437
O 1.394 -25.098 -12.882
C 0.493 -24.655 -13.610
C -0.835 -25.047 -13.848
C -1.624 -25.988 -13.152
C -2.890 -26.270 -13.681
C -3.299 -25.703 -14.886
C -2.496 -24.771 -15.551
C -1.305 -24.410 -15.012
P -0.263 -23.008 -15.662
C -0.476 -23.161 -17.443
C -0.608 -22.052 -18.286
C -0.665 -22.265 -19.658
C -0.508 -23.554 -20.171
C -0.319 -24.624 -19.330
C -0.255 -24.434 -17.969
C -1.187 -21.535 -15.100
C -0.601 -20.609 -14.244
C -1.347 -19.559 -13.767
C -2.670 -19.395 -14.170
C -3.256 -20.289 -15.036
C -2.519 -21.357 -15.499
H -1.260 -26.482 -12.270
H -3.460 -27.066 -13.248
H -4.262 -25.935 -15.284
H -2.769 -24.351 -16.513
H -0.735 -21.078 -17.791
H -0.804 -21.379 -20.277
H -0.502 -23.712 -21.261
H -0.090 -25.612 -19.730
H -0.097 -25.278 -17.300
H 0.442 -20.668 -14.000
H -0.926 -18.779 -13.159
H -3.232 -18.535 -13.808
H -4.269 -20.185 -15.367
H -2.940 -22.052 -16.212
C 4.762 -22.016 -3.828
O 4.979 -22.014 -5.247
C 4.367 -21.171 -6.058
C 4.875 -21.112 -7.396
C 4.280 -20.280 -8.306
C 3.277 -19.405 -7.865
C 2.876 -19.328 -6.541
C 3.385 -20.241 -5.644
N 2.728 -18.513 -8.712
N 2.560 -18.371 -9.872
C 2.542 -19.263 -10.954
C 3.123 -18.795 -12.118
C 3.230 -19.584 -13.248
C 2.638 -20.823 -13.237
O 2.579 -21.627 -14.281
C 1.908 -21.287 -12.095
N 1.380 -22.531 -12.231
C 0.732 -23.038 -11.168
C 0.608 -22.326 -9.962
C 1.172 -21.071 -9.835
C 1.881 -20.510 -10.904
H 5.610 -22.571 -3.444
H 3.835 -22.484 -3.543
H 4.785 -21.004 -3.418
H 5.672 -21.787 -7.706
H 4.688 -20.150 -9.309
H 2.151 -18.567 -6.307
H 3.046 -20.293 -4.619
H 3.473 -17.781 -12.078
H 3.682 -19.250 -14.170
H 0.239 -23.975 -11.314
H 0.019 -22.769 -9.186
H 0.994 -20.562 -8.895
*
```